Entry 1:
Molecular formula: C33H53N2O8S2
Method: DFT, ωB97M-V with the def2-TZVPD basis set

Computed properties:
E_tot: -2796.6149 a.u.
Spin multiplicity: 1
Total charge: +1

The geometry in XYZ format:
```
98
Properties=species:S:1:pos:R:3:forces:R:3:lowdin_charge:R:1
C 3.98790 -0.87182 1.62901 -0.1 -0.3 0.7 -0.128
C 2.77311 -1.86965 1.29041 -0.2 1.0 0.6 -0.242
C 2.23837 -1.81299 -0.22626 0.5 -1.4 0.7 -0.190
C 3.31879 -1.34962 -1.31702 -1.6 -0.6 0.1 -0.158
N 2.52642 -1.01328 -2.58358 1.5 -0.3 -2.4 -0.221
C 2.80804 0.41141 -2.98448 -0.1 0.9 0.5 -0.239
C 1.95494 1.35211 -1.95891 0.3 0.1 -0.8 -0.149
C 0.74092 1.98197 -2.83152 0.3 -0.3 1.0 -0.189
C -0.58439 2.27227 -1.97396 -0.8 -0.4 -0.9 -0.160
C -1.51092 0.96713 -1.77548 -1.5 -2.0 0.7 -0.096
C -2.15499 0.77259 -0.37448 -1.0 -3.0 -3.0 0.056
C -3.09216 -0.45283 -0.14696 2.5 1.4 -3.9 0.044
C -3.27517 -1.41160 -1.35251 0.7 2.1 1.7 0.018
N -2.66602 -1.19029 -2.63107 0.6 2.4 2.7 0.067
C -1.80799 -0.05570 -2.90568 -0.6 1.0 3.6 0.056
C 2.82986 -1.95676 -3.66755 -0.1 0.7 -0.5 -1.006
S 3.80637 -1.64813 -4.99793 -1.5 -0.4 1.9 0.666
S 2.05003 -3.66083 -3.49985 0.0 1.1 0.0 0.804
C 0.25772 -3.53987 -4.03606 -0.9 -1.1 -0.6 -0.470
C -0.56938 -4.69990 -3.24126 1.4 0.4 0.6 -0.296
C -0.48690 -4.33186 -1.67806 0.2 -0.3 0.0 -0.163
H 3.97046 0.10469 1.02720 0.0 -1.5 0.8 0.071
H 3.89368 -0.57734 2.74161 0.4 -0.5 -1.9 0.057
H 4.99924 -1.41342 1.49045 -1.6 1.1 0.1 0.096
H 3.06425 -2.90901 1.66214 -0.4 1.3 -0.8 0.106
H 1.88705 -1.53534 1.95806 1.3 -0.7 -1.0 0.101
H 1.94432 -2.89777 -0.50683 0.3 1.8 0.2 0.086
H 1.26381 -1.21783 -0.23027 1.5 -0.5 -0.4 0.090
H 3.97937 -2.24059 -1.59385 -0.5 1.5 0.8 0.133
H 3.89065 -0.39884 -1.05894 -0.6 -1.6 -0.1 0.113
H 3.93433 0.65618 -2.96185 -1.6 -0.4 0.1 0.123
H 2.46290 0.64712 -4.05401 0.5 -0.7 1.6 0.098
H 1.57287 0.74977 -1.06845 0.5 0.7 -1.3 0.093
H 2.63670 2.18023 -1.53201 -1.2 -1.2 -0.7 0.123
H 0.43948 1.22570 -3.64962 0.7 1.4 1.1 0.094
H 1.16153 2.94857 -3.29222 -1.0 -1.5 0.5 0.130
H -1.21524 3.01919 -2.58720 0.8 -1.0 1.1 0.127
H -0.39725 2.72357 -0.93979 -0.1 -0.7 -1.5 0.121
H -1.92283 1.52848 0.44224 -0.4 -1.2 -1.2 0.120
H -3.58776 -0.58504 0.86706 0.6 -0.2 -1.8 0.122
H -3.94061 -2.33271 -1.16750 1.2 1.5 -0.7 0.125
H -2.87333 -1.87188 -3.37748 0.2 0.6 0.6 0.161
H -1.35460 0.09632 -3.93864 -0.9 -0.6 1.6 0.138
H 0.24952 -3.82742 -5.15648 -0.1 0.9 1.8 0.087
H -0.21712 -2.52259 -3.83181 0.9 -1.2 -0.3 0.055
H 0.01453 -5.68649 -3.39246 -1.2 1.5 0.1 0.111
H -1.62858 -4.81797 -3.64791 1.4 0.3 0.5 0.101
H -0.51377 -3.18413 -1.55579 0.1 -1.8 0.0 0.058
H 0.51585 -4.74480 -1.28362 -1.6 1.0 -0.5 0.066
H -1.29889 -4.80211 -1.02817 0.9 0.6 -1.1 0.075
O 5.55373 0.17719 4.15430 -0.4 0.7 0.5 0.095
C 4.98920 0.53661 5.15649 0.8 -0.4 -0.6 -0.476
O 4.64705 1.82776 5.41569 0.1 -0.3 -0.4 0.025
C 4.09340 1.91651 6.73485 -0.1 0.4 0.5 -0.162
C 3.61331 0.52177 7.05955 -0.4 -0.3 0.4 -0.159
C 4.60342 -0.34630 6.31220 -0.5 0.0 0.2 -0.076
H 4.87547 2.25661 7.41904 -0.1 0.0 -0.1 0.116
H 3.27724 2.64140 6.74289 0.2 0.1 -0.2 0.130
H 3.57300 0.31904 8.13097 0.0 0.1 -0.1 0.123
H 2.60933 0.36986 6.64967 0.1 0.0 0.1 0.119
H 5.49245 -0.55814 6.91082 0.0 -0.1 -0.1 0.139
H 4.14426 -1.27126 5.96329 0.4 0.0 -0.1 0.128
O -6.12366 -2.90956 -0.17727 0.4 -0.4 -0.9 0.094
C -6.50156 -3.12205 -1.30623 0.0 0.5 0.8 -0.487
O -5.92092 -4.01635 -2.15048 0.2 0.3 0.7 0.016
C -6.54988 -3.93216 -3.43669 -0.1 -0.2 -0.7 -0.153
C -7.90621 -3.32328 -3.17586 -0.6 0.1 -0.4 -0.151
C -7.63597 -2.41503 -1.99576 -0.4 -0.3 -0.2 -0.072
H -5.93144 -3.30612 -4.08722 0.0 0.0 0.0 0.124
H -6.62630 -4.92871 -3.87449 0.2 0.1 0.2 0.133
H -8.31845 -2.80471 -4.04299 0.1 -0.1 0.0 0.117
H -8.61368 -4.10523 -2.88254 0.1 0.1 0.0 0.128
H -7.29874 -1.42474 -2.31315 0.0 0.0 0.1 0.123
H -8.50448 -2.33564 -1.34204 0.3 0.2 0.1 0.136
O -7.76604 -0.40059 -5.57555 0.8 0.3 0.5 0.117
C -7.37069 0.56887 -4.98150 -0.9 -0.8 -0.5 -0.480
O -6.15750 0.64234 -4.36357 -0.1 -0.3 -0.2 0.001
C -6.05658 1.88906 -3.66456 0.3 0.3 0.3 -0.174
C -7.05286 2.80444 -4.33712 -0.1 0.7 0.0 -0.159
C -8.14040 1.84346 -4.76942 0.2 0.5 -0.1 -0.074
H -6.29485 1.71805 -2.61012 0.0 0.0 0.0 0.126
H -5.03616 2.27021 -3.73893 0.0 -0.3 0.0 0.121
H -7.40822 3.60550 -3.68697 0.1 -0.1 0.0 0.124
H -6.59720 3.26385 -5.21992 0.0 0.0 0.1 0.126
H -8.88110 1.68549 -3.98186 -0.1 -0.1 -0.1 0.138
H -8.62163 2.16907 -5.69129 -0.2 -0.3 0.2 0.135
O 7.39498 3.16362 9.10968 -0.7 0.5 -0.3 0.119
C 7.08505 4.05849 8.36692 0.6 -0.9 0.5 -0.482
O 5.80300 4.47472 8.17081 0.2 -0.2 0.3 0.005
C 5.78213 5.47643 7.14678 -0.4 0.3 -0.3 -0.165
C 7.18357 6.03980 7.11183 0.3 0.5 -0.3 -0.163
C 8.02673 4.84230 7.49451 0.0 0.5 0.0 -0.078
H 5.50072 5.00272 6.20113 0.0 0.0 0.0 0.126
H 5.04139 6.23893 7.39440 0.0 -0.3 0.1 0.128
H 7.44938 6.47303 6.14612 -0.1 0.0 0.1 0.120
H 7.28852 6.82050 7.87189 0.0 -0.1 -0.1 0.123
H 8.29348 4.23726 6.62470 0.1 -0.1 0.1 0.137
H 8.91866 5.13806 8.04638 0.0 -0.4 -0.1 0.132
```
Positions in Å, forces in eV/Å.


Entry 2:
Molecular formula: C11H13F4IMnN2
Method: DFT, ωB97M-V with the def2-TZVPD basis set

Computed properties:
E_tot: -2384.3359 a.u.
Spin multiplicity: 5
Total charge: +1

The geometry in XYZ format:
```
32
Properties=species:S:1:pos:R:3:forces:R:3:mulliken_spin:R:1
Mn -0.87325 0.34651 -1.04691 0.6 0.1 0.2 4.213
C 0.04136 3.24660 -0.78237 0.1 0.0 0.0 0.009
N 0.64771 1.92535 -1.05809 -0.2 0.1 0.1 -0.049
C 1.35859 1.95730 -2.35209 -0.1 -0.1 0.0 0.022
C 1.58921 1.53721 0.03304 0.1 0.2 -0.1 -0.004
C 1.64118 0.02689 0.19046 0.0 -0.2 0.2 0.017
N 0.25885 -0.42255 0.23454 -0.3 -0.1 0.1 0.001
C -0.28622 -1.29694 1.16347 0.3 0.4 -0.4 0.003
C -1.64583 -1.16031 1.40457 -0.4 0.1 0.0 -0.007
F -2.30173 -0.17479 0.69087 0.0 -0.1 0.0 0.024
C -2.34932 -1.93223 2.29451 0.0 0.0 0.0 0.005
F -3.65492 -1.72292 2.44737 0.0 0.0 0.0 0.000
C -1.68728 -2.90468 3.01813 -0.1 0.0 0.1 0.005
C -0.33291 -3.05837 2.80127 0.1 -0.1 0.0 -0.002
F 0.34133 -3.99532 3.46343 0.0 0.0 0.0 0.000
C 0.36284 -2.28775 1.88348 0.2 -0.2 0.1 0.000
F 1.66632 -2.51675 1.67972 0.0 0.0 0.0 0.000
H 0.80589 4.02438 -0.70189 0.0 0.0 0.0 0.005
H -0.50795 3.20531 0.15700 0.0 0.0 0.0 0.011
H -0.63918 3.51200 -1.59044 0.0 0.0 0.0 0.012
H 2.13385 2.72723 -2.34651 0.0 0.0 0.0 0.006
H 0.65537 2.16423 -3.15675 0.0 0.0 0.0 0.004
H 1.83075 0.99156 -2.53511 0.0 0.0 0.0 0.002
H 1.22052 1.97854 0.95779 -0.1 0.0 0.0 -0.001
H 2.57539 1.96289 -0.17270 0.0 0.0 0.0 0.000
H 2.15901 -0.22525 1.11470 0.1 0.0 0.0 -0.002
H 2.20555 -0.44092 -0.62167 0.0 0.0 0.0 -0.010
H -2.21508 -3.53175 3.72240 0.0 0.0 0.0 0.001
I -2.21047 0.43389 -3.29510 -0.2 0.0 -0.3 -0.043
C -1.01449 -1.09745 -2.40084 -0.2 0.0 0.1 -0.260
H -0.14790 -1.30789 -3.01600 0.0 0.0 0.0 0.020
H -1.62718 -1.96404 -2.18030 0.0 0.0 0.0 0.019
```
Positions in Å, forces in eV/Å.


Entry 3:
Molecular formula: C6H19NO4
Method: DFT, ωB97M-V with the def2-TZVPD basis set

Computed properties:
E_tot: -595.7483 a.u.
SMILES: CCCCNC(C)=O.O.O.O
Spin multiplicity: 1

The geometry in XYZ format:
```
30
Properties=species:S:1:pos:R:3:forces:R:3:lowdin_charge:R:1
O 0.28197 -2.40452 -0.95094 -0.2 0.1 -0.2 0.018
C 0.10886 -1.23537 -1.30530 0.5 -1.2 1.1 -0.511
N -0.01510 -0.27718 -0.34724 0.0 0.9 -0.7 0.072
C -0.07746 1.15848 -0.58728 0.8 0.6 -0.2 -0.192
C 1.23852 1.80852 -1.08238 -0.3 -0.9 -0.1 -0.185
C 2.32249 1.77618 0.00112 -1.5 -0.2 0.0 -0.252
C 2.10530 2.77670 1.12276 0.5 1.5 -0.6 -0.107
C 0.12551 -0.85647 -2.74086 0.0 0.9 -1.2 0.004
H 0.25555 -0.53815 0.58139 -0.1 -0.5 0.2 0.123
H -0.26993 1.66830 0.35083 -0.6 -0.3 0.1 0.092
H -0.88827 1.37110 -1.27341 -0.2 0.1 0.0 0.113
H 0.98004 2.80420 -1.44397 0.2 0.2 0.1 0.117
H 1.59467 1.22634 -1.93222 0.1 0.2 -0.2 0.083
H 3.28005 1.89990 -0.45818 0.7 0.2 -0.1 0.096
H 2.29004 0.75922 0.40256 0.2 0.0 0.1 0.101
H 2.42146 3.78478 0.80810 0.4 -0.3 -0.2 0.076
H 2.73208 2.53329 1.96676 -0.2 -0.1 0.5 0.066
H 1.08367 3.03295 1.39917 -0.2 -0.9 0.3 0.070
H -0.01256 -1.64305 -3.47952 -0.3 -0.5 0.7 0.090
H 1.11920 -0.48198 -3.00326 0.0 0.2 0.3 0.085
H -0.58009 -0.05796 -2.98221 0.1 0.0 0.1 0.087
H -2.29199 -1.25024 0.38311 0.5 -0.2 -0.6 0.021
H -1.81565 -1.77094 1.77025 0.1 -0.2 -0.4 0.016
O -2.56664 -1.39787 1.27997 -0.5 0.2 0.9 -0.053
H 0.08500 -2.88811 1.03247 0.3 0.0 -0.2 0.026
H 0.55326 -2.84222 2.54072 0.3 -0.2 0.0 0.050
O -0.14085 -2.60819 1.93170 -0.5 0.4 0.0 -0.051
H -3.45016 1.43355 1.36566 0.0 -0.1 0.1 0.034
H -2.27823 0.44489 1.47364 -0.5 0.1 0.2 -0.014
O -2.50144 1.39193 1.50324 0.4 0.3 -0.1 -0.077
```
Positions in Å, forces in eV/Å.


Entry 4:
Molecular formula: C9H16BCeNO8S
Method: DFT, ωB97M-V with the def2-TZVPD basis set

Computed properties:
E_tot: -1906.0172 a.u.
Spin multiplicity: 2
Total charge: +3

The geometry in XYZ format:
```
37
Properties=species:S:1:pos:R:3:forces:R:3:mulliken_spin:R:1
C 3.95885 0.69214 1.33014 -1.2 0.4 -1.0 0.007
C 2.61426 0.76150 0.49196 -0.2 1.3 -1.0 -0.001
O 2.50472 1.70205 -0.23716 0.0 -1.5 1.2 0.000
N 1.54651 -0.31222 0.57814 1.6 0.2 -0.4 0.000
C 2.09547 -1.48077 -0.01580 -2.1 1.2 -0.9 0.000
C 1.96326 -1.88014 -1.43129 -0.3 0.1 0.3 0.000
O 2.75907 -2.22694 0.72762 2.2 0.0 1.5 -0.001
C 0.34675 0.17580 -0.10966 -2.2 1.0 -0.6 0.000
O -0.14389 1.37594 0.44989 3.2 -0.6 1.7 0.004
C -1.26352 1.69691 -0.24040 -1.5 -3.4 -1.9 0.001
O -1.94812 2.67787 0.23452 -1.4 2.1 -0.3 0.009
B -2.68010 3.46638 -0.80776 0.1 0.4 0.9 0.000
O -4.02023 3.43409 -0.87360 0.2 -0.9 -0.2 0.000
O -1.94380 4.23333 -1.62630 1.2 -0.4 0.0 0.000
C -2.10307 0.23264 -0.14090 1.5 1.7 0.9 0.009
C -0.91396 -0.74153 -0.22327 -0.5 -0.8 -1.3 0.000
C -1.02925 -2.08399 0.51854 0.3 -0.4 -0.3 -0.001
S -2.50540 -2.15363 1.53145 -0.2 0.1 0.3 0.000
O -3.64124 -1.90146 0.72216 -0.4 -0.4 -0.8 0.000
O -2.24245 -1.27917 2.61642 0.5 0.3 1.1 0.000
H 4.53322 -0.28587 1.04813 -0.7 9.5 -4.6 -0.013
H 4.60618 1.49758 1.00492 0.1 0.4 -0.3 0.001
H 3.79621 0.81952 2.43174 0.1 -0.5 -0.2 -0.003
H 1.61748 -1.10221 -2.09595 -0.1 0.1 -0.1 0.000
H 1.28597 -2.73524 -1.47447 -0.2 -0.2 -0.1 0.000
H 2.92452 -2.27617 -1.74298 0.2 -0.1 -0.2 -0.001
H 0.62022 0.38604 -1.14548 0.2 0.2 -0.1 0.000
H -1.01061 1.71487 -1.31806 0.0 0.6 -0.2 0.003
H -4.30935 2.54051 -1.09793 -0.8 0.1 0.5 0.000
H -1.84555 3.87470 -2.51283 -0.2 0.6 -0.3 0.000
H -2.86268 0.18330 -0.90475 0.0 -0.4 -0.2 -0.001
H -2.51908 0.29432 0.85877 -0.2 0.1 -0.1 0.000
H -0.91155 -1.04564 -1.26787 0.1 -0.1 -0.2 0.001
H -1.09412 -2.88289 -0.21528 -0.3 -0.2 -0.1 0.000
H -0.17121 -2.34443 1.13021 0.1 0.2 0.5 0.001
H -2.55873 -3.44452 1.95977 0.2 0.1 -0.1 0.000
Ce 4.54520 -1.58268 1.84736 0.7 -11.0 6.3 0.984
```
Positions in Å, forces in eV/Å.


Entry 5:
Molecular formula: C6H5ClO4
Method: DFT, ωB97M-V with the def2-TZVPD basis set

Computed properties:
E_tot: -992.7254 a.u.
SMILES: O=C/C(Cl)=C/C=C(\O)C(=O)O
Spin multiplicity: 1

The geometry in XYZ format:
```
16
Properties=species:S:1:pos:R:3:forces:R:3:lowdin_charge:R:1
O 2.85415 -1.83169 -2.85455 -4.3 1.2 0.2 0.000
O -2.11645 -0.13436 2.92816 1.4 0.6 -1.1 0.127
Cl 1.71931 -2.76244 -0.21663 -0.3 -0.3 -0.5 0.734
O -2.36948 1.97424 2.35160 0.9 0.4 -0.7 0.134
O -0.49748 1.97384 0.43482 -1.1 0.6 1.5 0.045
C 1.68399 -1.39371 -2.63998 5.2 -1.6 0.9 -0.216
C -1.73070 0.79944 2.26030 -1.0 -0.6 0.3 -0.451
C 1.11449 -1.53117 -1.26070 0.1 1.9 1.1 -0.612
C -0.68243 0.81004 1.13968 1.1 -2.6 -2.3 -0.170
C 0.54541 -0.42565 -0.67417 -0.7 -0.2 -2.2 -0.125
C -0.15675 -0.34921 0.58257 -0.5 1.2 2.4 -0.025
H -1.93212 2.53090 1.67716 -0.5 0.4 0.4 0.107
H 0.22667 1.88098 -0.17939 0.3 0.0 -0.1 0.092
H 1.19774 -0.75613 -3.36369 -0.5 0.2 -0.3 0.116
H 0.43466 0.44325 -1.39634 -0.1 -1.1 0.8 0.131
H -0.29101 -1.22835 1.21116 0.1 0.0 -0.4 0.115
```
Positions in Å, forces in eV/Å.